An isolated ion of composition C2H4O4P and charge -1. Source: OMol25; level of theory: wB97M-V/def2-TZVPD.

Values from the calculation:
LUMO level (alpha / beta), eV: 3.77 / 2.36
ΔE to the lowest compared entry with this formula, charge and spin, kJ/mol: 760.4
2S+1: 1
Highest occupied orbital energy (alpha / beta), eV: -3.1 / -2.0
Charge: -1
Orbital gap (alpha / beta), eV: 6.864 / 4.396

Last column: natural (NBO) charge in e.
Positions of all 11 atoms, in Å:
1 C -1.12 -0.51 0.23  -0.13
2 C 0.31 -0.81 0.33  -0.87
3 O 3.07 -0.61 -0.06  -1.14
4 O 1.74 1.60 0.01  -1.03
5 O -1.46 0.84 -0.14  -0.16
6 O -2.79 1.19 -0.21  -0.22
7 P 1.77 -0.03 -0.44  1.52
8 H -1.65 -1.10 -0.56  0.16
9 H -1.47 -0.77 1.17  0.19
10 H 0.48 -1.94 0.16  0.21
11 H 1.13 2.14 -0.47  0.48

---

A 2-piece molecular cluster, C2H4O4S overall. Source: OMol25; level of theory: wB97M-V/def2-TZVPD.

Values from the calculation:
LUMO level (alpha / beta), eV: 0.12 / -2.42
ΔE to the lowest compared entry with this formula, charge and spin, kJ/mol: 184.6
2S+1: 3
Highest occupied orbital energy (alpha / beta), eV: -6.5 / -8.9
Orbital gap (alpha / beta), eV: 6.585 / 6.462

Last column: Löwdin spin population.
Positions of all 11 atoms, in Å:
1 C -0.18 -1.18 -1.51  0.01
2 C -1.47 1.63 0.32  0.76
3 O 1.65 -2.48 0.06  0.00
4 O 1.12 0.04 0.38  0.02
5 O 0.55 -1.83 -2.18  0.00
6 O -1.29 2.48 1.15  0.95
7 S 0.50 -1.46 0.49  0.00
8 H -1.46 0.58 0.48  0.11
9 H -1.71 1.95 -0.84  0.15
10 H 1.57 -2.69 -0.90  0.00
11 H 1.46 0.24 1.29  0.00

---

One molecule with the formula C2H4O4S2. Source: OMol25; level of theory: wB97M-V/def2-TZVPD.

Values from the calculation:
LUMO level, eV: -1.14
ΔE to the lowest compared entry with this formula, charge and spin, kJ/mol: 398.5
2S+1: 1
Highest occupied orbital energy, eV: -10.9
Orbital gap, eV: 9.731

Last column: natural (NBO) charge in e.
Positions of all 12 atoms, in Å:
1 C -0.96 -0.60 0.20  -0.62
2 C -0.64 0.80 -0.41  -0.67
3 O 0.50 -2.80 0.69  -0.81
4 O 1.33 0.83 1.35  -0.93
5 O 1.34 -0.53 -0.67  -0.97
6 O 1.68 2.27 -0.59  -0.84
7 S 0.16 -1.98 -0.45  1.52
8 S 1.13 1.03 -0.06  2.30
9 H -0.77 -0.23 1.21  0.28
10 H -1.90 -1.02 -0.03  0.23
11 H -0.58 0.85 -1.52  0.25
12 H -1.29 1.38 0.28  0.26

---

One molecule with the formula C2H4OS. Source: OMol25; level of theory: wB97M-V/def2-TZVPD.

Values from the calculation:
LUMO level, eV: -0.20
ΔE to the lowest compared entry with this formula, charge and spin, kJ/mol: 235.3
2S+1: 1
SMILES string: OCC=S
Highest occupied orbital energy, eV: -9.1
Orbital gap, eV: 8.949

Last column: natural (NBO) charge in e.
Positions of all 8 atoms, in Å:
1 O 1.21 -0.88 -0.49  -0.68
2 C 0.22 -0.37 0.47  -0.14
3 C -0.78 0.61 -0.23  -0.38
4 S -0.37 1.64 -1.21  0.17
5 H 1.18 -0.26 -1.09  0.45
6 H -0.16 -1.38 1.03  0.20
7 H 0.53 0.28 1.34  0.19
8 H -1.84 0.37 0.18  0.20

---

One molecule with the formula C2H4OS. Source: OMol25; level of theory: wB97M-V/def2-TZVPD.

Values from the calculation:
LUMO level, eV: 0.84
ΔE to the lowest compared entry with this formula, charge and spin, kJ/mol: 133.0
2S+1: 1
SMILES string: COC=S
Highest occupied orbital energy, eV: -9.0
Orbital gap, eV: 9.796

Last column: natural (NBO) charge in e.
Positions of all 8 atoms, in Å:
1 C -1.77 -0.59 -0.01  -0.28
2 O -1.03 0.66 0.02  -0.48
3 C 0.25 0.73 0.03  0.04
4 S 1.41 -0.32 0.00  -0.07
5 H -1.70 -1.34 0.93  0.21
6 H -1.19 -1.16 -0.84  0.20
7 H -2.74 -0.31 -0.28  0.20
8 H 0.44 1.84 -0.06  0.18

---

A 2-piece molecular cluster, C2H4OS overall. Source: OMol25; level of theory: wB97M-V/def2-TZVPD.

Values from the calculation:
LUMO level, eV: 0.05
ΔE to the lowest compared entry with this formula, charge and spin, kJ/mol: 374.5
2S+1: 1
Highest occupied orbital energy, eV: -9.0
Orbital gap, eV: 9.069

Last column: natural (NBO) charge in e.
Positions of all 8 atoms, in Å:
1 C 0.99 0.80 -0.24  -0.58
2 C 1.42 0.15 0.99  -0.13
3 O -1.79 -0.90 -0.15  -0.94
4 S 2.29 -0.49 -0.29  0.25
5 H 0.06 0.59 -0.53  0.23
6 H 1.19 1.88 -0.42  0.23
7 H -1.75 -1.71 0.21  0.47
8 H -2.40 -0.32 0.43  0.48

---

A 2-piece molecular cluster, C2H4OS2 overall. Source: OMol25; level of theory: wB97M-V/def2-TZVPD.

Values from the calculation:
LUMO level, eV: -1.89
ΔE to the lowest compared entry with this formula, charge and spin, kJ/mol: 165.8
2S+1: 1
Highest occupied orbital energy, eV: -10.4
Orbital gap, eV: 8.464

Last column: natural (NBO) charge in e.
Positions of all 9 atoms, in Å:
1 C -1.30 -0.59 0.18  -0.39
2 C -1.71 0.45 -0.49  -0.39
3 O 2.91 1.38 0.05  -0.83
4 S 2.75 -1.42 -0.24  -0.26
5 S 2.98 0.16 0.79  1.09
6 H -0.30 -0.98 0.04  0.19
7 H -1.82 -0.94 1.07  0.19
8 H -1.00 0.87 -1.29  0.20
9 H -2.51 1.08 -0.12  0.20

---

A 2-piece molecular cluster, C2H4OS2 overall. Source: OMol25; level of theory: wB97M-V/def2-TZVPD.

Values from the calculation:
LUMO level, eV: -0.16
ΔE to the lowest compared entry with this formula, charge and spin, kJ/mol: 157.0
2S+1: 1
SMILES string: O=CS.C=S
Highest occupied orbital energy, eV: -8.7
Orbital gap, eV: 8.498

Last column: natural (NBO) charge in e.
Positions of all 9 atoms, in Å:
1 O -0.34 0.54 1.21  -0.52
2 C -0.42 1.69 0.95  0.30
3 S 0.68 2.80 0.04  -0.04
4 H -1.35 2.38 0.98  0.12
5 H 1.82 2.16 0.26  0.14
6 C 0.17 -1.56 -0.54  -0.47
7 S 1.65 -1.10 -0.85  0.08
8 H -0.13 -2.10 0.36  0.20
9 H -0.73 -1.20 -1.18  0.19

---

A 2-piece molecular cluster, C2H4OS2 overall. Source: OMol25; level of theory: wB97M-V/def2-TZVPD.

Values from the calculation:
LUMO level (alpha / beta), eV: -1.14 / 0.26
ΔE to the lowest compared entry with this formula, charge and spin, kJ/mol: 263.9
2S+1: 1
Highest occupied orbital energy (alpha / beta), eV: -7.5 / -8.0
Orbital gap (alpha / beta), eV: 6.405 / 8.309

Last column: natural (NBO) charge in e.
Positions of all 9 atoms, in Å:
1 C -3.77 -0.62 -0.07  0.45
2 C 0.89 0.83 -0.63  -0.74
3 O -4.54 -0.93 0.70  -0.42
4 S -1.72 1.30 0.72  -0.25
5 S -0.74 1.71 -0.91  0.13
6 H -3.28 -0.96 -1.01  0.16
7 H 0.79 -0.28 -0.51  0.23
8 H 1.20 1.49 0.23  0.23
9 H 1.57 0.97 -1.41  0.21

---

A 2-piece molecular cluster, C2H4OS3 overall. Source: OMol25; level of theory: wB97M-V/def2-TZVPD.

Values from the calculation:
LUMO level, eV: -0.29
ΔE to the lowest compared entry with this formula, charge and spin, kJ/mol: 308.4
2S+1: 1
Highest occupied orbital energy, eV: -8.9
Orbital gap, eV: 8.558

Last column: natural (NBO) charge in e.
Positions of all 10 atoms, in Å:
1 C -1.94 -0.07 -0.03  -0.04
2 C -1.53 1.05 0.43  -0.61
3 O 1.25 -0.92 -2.00  -0.93
4 S -2.20 -1.57 -0.38  0.13
5 S 1.93 0.60 0.41  -0.26
6 S 1.57 -1.21 -0.61  0.99
7 H -2.12 1.93 0.90  0.27
8 H 3.16 0.36 0.92  0.16
9 H -0.48 1.10 0.28  0.25
10 H 0.36 -1.26 0.09  0.04

---

One molecule with the formula C2H4P4. Source: OMol25; level of theory: wB97M-V/def2-TZVPD.

Values from the calculation:
LUMO level, eV: 0.25
ΔE to the lowest compared entry with this formula, charge and spin, kJ/mol: 159.5
2S+1: 1
SMILES string: C1P2#[PH]C23[PH]#P13
Highest occupied orbital energy, eV: -8.3
Orbital gap, eV: 8.578

Last column: natural (NBO) charge in e.
Positions of all 10 atoms, in Å:
1 C 0.39 -1.45 0.26  -1.04
2 P -0.29 -0.13 1.54  0.40
3 P -1.96 0.72 0.24  0.46
4 C -0.30 0.86 -0.26  -1.14
5 P 1.45 1.30 -0.55  0.38
6 P 0.53 -0.49 -1.24  0.55
7 H 1.27 -2.12 0.46  0.25
8 H -0.42 -2.17 0.08  0.25
9 H -1.90 1.73 1.22  -0.04
10 H 1.23 1.75 -1.75  -0.07

---

One molecule with the formula C2H4S. Source: OMol25; level of theory: wB97M-V/def2-TZVPD.

Values from the calculation:
LUMO level, eV: 1.10
ΔE to the lowest compared entry with this formula, charge and spin, kJ/mol: 11.9
2S+1: 1
SMILES string: C1CS1
Highest occupied orbital energy, eV: -8.8
Orbital gap, eV: 9.936

Last column: natural (NBO) charge in e.
Positions of all 7 atoms, in Å:
1 C 0.71 0.81 -0.01  -0.51
2 C 0.82 -0.74 0.00  -0.49
3 S -0.84 -0.03 0.00  0.13
4 H 1.03 1.31 -0.87  0.22
5 H 0.92 1.29 0.92  0.22
6 H 1.11 -1.26 -0.89  0.22
7 H 1.18 -1.20 0.91  0.22

---

One molecule with the formula C2H4S2. Source: OMol25; level of theory: wB97M-V/def2-TZVPD.

Values from the calculation:
LUMO level, eV: -0.40
ΔE to the lowest compared entry with this formula, charge and spin, kJ/mol: 119.0
2S+1: 1
SMILES string: CC(=S)S
Highest occupied orbital energy, eV: -8.8
Orbital gap, eV: 8.426

Last column: natural (NBO) charge in e.
Positions of all 8 atoms, in Å:
1 C -0.01 -0.68 0.79  -0.72
2 C -0.23 0.58 -0.02  -0.26
3 S -1.03 1.95 0.44  0.05
4 S 0.75 0.12 -1.42  0.01
5 H -0.70 -0.60 1.74  0.25
6 H -0.41 -1.39 0.08  0.25
7 H 1.08 -0.70 1.12  0.26
8 H 0.55 0.73 -2.72  0.17

---

One molecule with the formula C2H4S2. Source: OMol25; level of theory: wB97M-V/def2-TZVPD.

Values from the calculation:
LUMO level (alpha / beta), eV: 0.18 / -2.78
ΔE to the lowest compared entry with this formula, charge and spin, kJ/mol: 208.8
2S+1: 3
Highest occupied orbital energy (alpha / beta), eV: -6.6 / -9.0
Orbital gap (alpha / beta), eV: 6.781 / 6.179

Last column: Löwdin spin population.
Positions of all 8 atoms, in Å:
1 C 0.08 -1.36 -1.55  0.65
2 C 0.01 0.98 1.44  0.03
3 S -0.35 0.39 -0.52  0.26
4 S 0.10 -1.18 -3.09  1.00
5 H 0.12 -2.19 -0.93  0.05
6 H 1.02 0.99 1.54  0.00
7 H -0.68 0.39 2.04  0.00
8 H -0.29 1.99 1.07  0.01

---

One molecule with the formula C2H4S3. Source: OMol25; level of theory: wB97M-V/def2-TZVPD.

Values from the calculation:
LUMO level, eV: -0.30
ΔE to the lowest compared entry with this formula, charge and spin, kJ/mol: 75.2
2S+1: 1
SMILES string: CSC(=S)S
Highest occupied orbital energy, eV: -8.7
Orbital gap, eV: 8.446

Last column: natural (NBO) charge in e.
Positions of all 9 atoms, in Å:
1 C -1.69 0.27 -0.10  -0.77
2 S -0.25 1.31 -0.04  0.30
3 C 1.13 0.02 0.02  -0.49
4 S 0.78 -1.61 0.12  -0.05
5 S 2.80 0.48 0.07  0.13
6 H -1.76 -0.54 0.75  0.26
7 H -1.98 -0.28 -1.03  0.24
8 H -2.32 1.15 0.01  0.23
9 H 3.29 -0.80 0.19  0.16

---

One molecule with the formula C2H4S3. Source: OMol25; level of theory: wB97M-V/def2-TZVPD.

Values from the calculation:
LUMO level, eV: -0.70
ΔE to the lowest compared entry with this formula, charge and spin, kJ/mol: 233.9
2S+1: 1
SMILES string: S=C(S)CS
Highest occupied orbital energy, eV: -9.0
Orbital gap, eV: 8.301

Last column: natural (NBO) charge in e.
Positions of all 9 atoms, in Å:
1 S -0.09 -0.93 -2.19  0.15
2 C 0.34 -0.36 -0.79  -0.32
3 S 1.23 -1.16 0.57  -0.01
4 C 0.10 1.10 -0.23  -0.55
5 S -1.33 1.03 0.98  -0.09
6 H 0.45 -2.54 0.39  0.19
7 H 0.88 1.48 0.31  0.22
8 H -0.39 1.77 -0.89  0.24
9 H -1.18 -0.39 1.84  0.17

---

One molecule with the formula C2H5BCl2O2. Source: OMol25; level of theory: wB97M-V/def2-TZVPD.

Values from the calculation:
LUMO level (alpha / beta), eV: 0.05 / -3.47
2S+1: 3
Highest occupied orbital energy (alpha / beta), eV: -4.1 / -10.4
Orbital gap (alpha / beta), eV: 4.169 / 6.906

Last column: Löwdin spin population.
Positions of all 12 atoms, in Å:
1 B 0.29 0.80 0.87  0.27
2 C -0.60 -1.43 -0.99  0.07
3 C 0.33 -0.19 -0.86  0.53
4 O -0.49 0.11 1.71  0.07
5 O 0.97 1.94 1.21  0.04
6 Cl 2.00 -0.66 -1.16  0.21
7 Cl -0.01 1.25 -1.97  0.76
8 H -1.50 -1.13 -0.46  0.00
9 H -0.67 -1.49 -2.07  0.01
10 H -0.06 -2.19 -0.67  0.01
11 H -0.77 0.49 2.49  0.01
12 H 0.52 2.51 1.89  0.02

---

One molecule with the formula C2H5BrClN. Source: OMol25; level of theory: wB97M-V/def2-TZVPD.

Values from the calculation:
LUMO level, eV: -0.26
ΔE to the lowest compared entry with this formula, charge and spin, kJ/mol: 270.6
2S+1: 1
SMILES string: CCN(Cl)Br
Highest occupied orbital energy, eV: -9.3
Orbital gap, eV: 9.076

Last column: natural (NBO) charge in e.
Positions of all 10 atoms, in Å:
1 C 0.30 -0.41 0.28  -0.65
2 C -0.24 0.74 -0.55  -0.23
3 N 0.83 1.72 -1.00  -0.48
4 Cl 0.06 3.02 -1.81  0.12
5 Br 1.99 2.41 0.40  0.15
6 H 0.64 0.20 1.15  0.23
7 H -0.57 -1.05 0.32  0.24
8 H 1.28 -0.80 -0.09  0.23
9 H -0.70 0.53 -1.51  0.22
10 H -0.98 1.36 0.02  0.18

---

A 2-piece molecular cluster, C2H5BrN2O overall. Source: OMol25; level of theory: wB97M-V/def2-TZVPD.

Values from the calculation:
LUMO level (alpha / beta), eV: -2.52 / -1.68
ΔE to the lowest compared entry with this formula, charge and spin, kJ/mol: 191.0
2S+1: 1
Highest occupied orbital energy (alpha / beta), eV: -9.2 / -10.1
Orbital gap (alpha / beta), eV: 6.717 / 8.428

Last column: natural (NBO) charge in e.
Positions of all 11 atoms, in Å:
1 C -0.27 0.51 -0.04  0.61
2 C -1.29 1.03 -1.00  -0.74
3 N 1.52 -0.87 0.51  -0.41
4 N 0.60 -0.59 -0.41  -0.23
5 O -0.03 1.04 1.04  -0.55
6 Br 0.94 -2.91 2.02  -0.32
7 H -1.46 2.11 -0.98  0.26
8 H -1.30 0.71 -2.04  0.25
9 H -2.41 0.83 -0.62  0.26
10 H 2.17 -1.50 0.12  0.43
11 H 1.53 -0.36 1.39  0.44

---

A 2-piece molecular cluster, C2H5BrN3 overall. Source: OMol25; level of theory: wB97M-V/def2-TZVPD.

Values from the calculation:
LUMO level (alpha / beta), eV: -5.15 / -5.15
ΔE to the lowest compared entry with this formula, charge and spin, kJ/mol: 335.8
2S+1: 1
Highest occupied orbital energy (alpha / beta), eV: -11.8 / -11.8
Charge: +1
Orbital gap (alpha / beta), eV: 6.629 / 6.633

Last column: natural (NBO) charge in e.
Positions of all 11 atoms, in Å:
1 C -1.90 -0.98 -0.03  0.36
2 C 0.68 0.53 -0.09  0.21
3 N -1.52 -2.06 0.30  -0.51
4 N 0.67 1.71 0.46  -0.76
5 N 1.66 -0.17 -0.61  -0.79
6 Br -2.75 0.55 -0.13  0.43
7 H -1.99 -3.00 0.43  0.49
8 H -0.19 2.16 0.75  0.40
9 H 1.42 2.28 0.55  0.37
10 H 1.46 -1.17 -0.62  0.41
11 H 2.47 0.14 -1.02  0.39

---

| no. | strongest force on any atom (hartree/bohr) |
| --- | --- |
| 1 | 0.06432 |
| 2 | 0.14832 |
| 3 | 0.08077 |
| 4 | 0.18766 |
| 5 | 0.09620 |
| 6 | 0.12307 |
| 7 | 0.06373 |
| 8 | 0.06642 |
| 9 | 0.07610 |
| 10 | 0.06053 |
| 11 | 0.06426 |
| 12 | 0.04414 |
| 13 | 0.06874 |
| 14 | 0.10026 |
| 15 | 0.06515 |
| 16 | 0.08891 |
| 17 | 0.09614 |
| 18 | 0.05381 |
| 19 | 0.08446 |
| 20 | 0.07848 |